Record 1
{
  "formula": "C4H7NO",
  "method": "ωB97M-V with the def2-TZVPD basis set",
  "elements": ["C", "N", "C", "C", "C", "O", "H", "H", "H", "H", "H", "H", "H"],
  "coordinates": [[1.800, -0.080, 0.193], [1.107, -0.729, -0.915], [0.588, 0.529, -0.414], [-0.668, 0.518, 0.443], [-1.890, -0.092, -0.076], [-1.064, -0.786, 0.853], [1.683, -0.550, 1.169], [2.785, 0.341, -0.001], [0.518, -1.481, -0.569], [0.676, 1.283, -1.184], [-0.771, 1.259, 1.245], [-2.867, 0.199, 0.306], [-1.870, -0.478, -1.094]],
  "homo_lumo_gap_ev": 10.72,
  "largest_force_ha_per_bohr": 0.0121,
  "lumo_energy_ha": 0.043,
  "smiles": "C1N[C@H]1[C@H]1CO1",
  "homo_ev": -9.55
}

---

Record 2
{
  "formula": "C5H8O2",
  "method": "ωB97M-V with the def2-TZVPD basis set",
  "elements": ["C", "C", "C", "H", "H", "H", "H", "C", "O", "H", "H", "C", "O", "H", "H"],
  "coordinates": [[-1.720, -0.503, -0.512], [-1.404, -1.315, 0.442], [-1.797, 0.064, 0.874], [-1.828, -0.279, -1.561], [-1.050, -2.274, 0.785], [-1.026, 0.758, 1.228], [-2.772, 0.234, 1.341], [0.982, 1.816, -0.703], [0.366, 1.331, -1.618], [0.485, 2.275, 0.172], [2.090, 1.817, -0.684], [1.920, -0.986, 0.050], [1.476, -1.074, 1.167], [1.332, -1.258, -0.845], [2.946, -0.606, -0.136]],
  "homo_lumo_gap_ev": 9.62,
  "largest_force_ha_per_bohr": 0.0110,
  "lumo_energy_ha": 0.017,
  "smiles": "C1=CC1.C=O.C=O",
  "homo_ev": -9.17
}

---

Record 3
{
  "formula": "C17H17MnN2O3",
  "method": "ωB97M-V with the def2-TZVPD basis set",
  "elements": ["Mn", "O", "C", "C", "C", "C", "C", "C", "C", "N", "C", "C", "N", "C", "C", "C", "C", "C", "C", "C", "O", "H", "H", "H", "H", "H", "H", "H", "H", "H", "H", "H", "H", "H", "H", "C", "O", "H", "H", "H"],
  "coordinates": [[-0.521, 0.405, -0.369], [-2.133, -0.997, -0.351], [-2.287, -2.196, -0.742], [-3.516, -2.880, -0.461], [-3.750, -4.165, -0.867], [-2.784, -4.898, -1.582], [-1.589, -4.281, -1.858], [-1.309, -2.958, -1.464], [-0.001, -2.456, -1.791], [0.474, -1.289, -1.561], [1.874, -1.072, -1.914], [2.200, 0.412, -1.802], [1.698, 0.863, -0.532], [2.396, 1.577, 0.256], [1.969, 2.040, 1.557], [2.814, 2.951, 2.212], [2.530, 3.461, 3.456], [1.350, 3.030, 4.084], [0.509, 2.130, 3.485], [0.764, 1.580, 2.189], [-0.053, 0.729, 1.697], [-4.260, -2.318, 0.090], [-4.701, -4.631, -0.630], [-2.978, -5.914, -1.895], [-0.816, -4.820, -2.399], [0.644, -3.200, -2.281], [2.508, -1.622, -1.209], [2.090, -1.440, -2.925], [3.280, 0.580, -1.923], [1.673, 0.962, -2.590], [3.411, 1.884, -0.039], [3.720, 3.259, 1.697], [3.190, 4.171, 3.937], [1.097, 3.415, 5.066], [-0.399, 1.799, 3.974], [-1.827, 3.189, -0.492], [-1.194, 2.121, -1.077], [-2.890, 2.990, -0.257], [-1.822, 4.079, -1.149], [-1.362, 3.510, 0.460]],
  "homo_lumo_gap_ev": [7.03, 7.51],
  "charge": -1,
  "largest_force_ha_per_bohr": 0.0088,
  "lumo_energy_ha": [0.113, 0.113],
  "multiplicity": 6,
  "homo_ev": [-3.95, -4.44]
}

---

Record 4
{
  "formula": "C21H27N6O7Re",
  "method": "ωB97M-V with the def2-TZVPD basis set",
  "elements": ["Re", "O", "C", "C", "C", "C", "C", "C", "C", "O", "N", "N", "C", "C", "C", "C", "C", "C", "C", "O", "H", "H", "H", "H", "H", "H", "H", "H", "H", "H", "N", "C", "C", "C", "C", "N", "C", "N", "N", "C", "O", "O", "H", "H", "H", "H", "H", "H", "H", "H", "H", "H", "H", "H", "H", "H", "C", "O", "H", "H", "H", "O"],
  "coordinates": [[-0.141, 0.138, 0.365], [-2.701, 3.556, -0.276], [-2.553, 4.138, 0.931], [-3.011, 5.448, 1.084], [-2.880, 6.098, 2.297], [-2.289, 5.453, 3.379], [-1.833, 4.155, 3.226], [-1.954, 3.478, 2.015], [-1.429, 2.094, 1.871], [-1.770, 1.429, 0.776], [-0.660, 1.609, 2.779], [-0.214, 0.288, 2.388], [-0.919, -0.675, 3.097], [-1.330, -1.943, 2.558], [-1.361, -3.094, 3.357], [-1.831, -4.314, 2.883], [-2.286, -4.410, 1.576], [-2.271, -3.284, 0.752], [-1.811, -2.051, 1.210], [-1.877, -0.978, 0.423], [-2.351, 2.632, -0.160], [-3.466, 5.932, 0.229], [-3.241, 7.115, 2.400], [-2.183, 5.959, 4.330], [-1.359, 3.627, 4.042], [-1.316, -0.341, 4.049], [-0.997, -3.017, 4.376], [-1.837, -5.182, 3.532], [-2.660, -5.354, 1.196], [-2.648, -3.330, -0.265], [-0.029, 0.025, -1.861], [1.271, 0.465, -2.421], [1.577, -0.143, -3.804], [1.601, -1.675, -3.969], [2.881, -2.427, -3.596], [3.238, -2.445, -2.192], [2.548, -3.094, -1.256], [1.670, -4.033, -1.593], [2.782, -2.827, 0.037], [2.426, 0.310, -1.420], [3.575, 0.270, -1.909], [2.140, 0.239, -0.199], [-0.156, -0.976, -1.957], [-0.788, 0.504, -2.333], [1.171, 1.548, -2.529], [2.542, 0.250, -4.128], [0.827, 0.243, -4.500], [1.481, -1.878, -5.038], [0.737, -2.150, -3.500], [3.724, -1.974, -4.119], [2.819, -3.456, -3.961], [3.727, -1.611, -1.873], [1.526, -4.257, -2.559], [0.920, -4.234, -0.946], [3.005, -1.848, 0.207], [1.991, -3.073, 0.628], [1.530, 2.927, 0.011], [0.451, 2.072, 0.113], [1.735, 3.414, 0.977], [1.302, 3.728, -0.709], [2.469, 2.451, -0.302], [0.487, -1.520, 0.283]],
  "homo_lumo_gap_ev": [4.03, 6.64],
  "charge": -1,
  "largest_force_ha_per_bohr": 0.0178,
  "lumo_energy_ha": [0.075, 0.075],
  "multiplicity": 4,
  "homo_ev": [-1.99, -4.60]
}

---

Record 5
{
  "formula": "C2H3ClNO2P",
  "method": "ωB97M-V with the def2-TZVPD basis set",
  "elements": ["C", "C", "N", "O", "O", "P", "Cl", "H", "H", "H"],
  "coordinates": [[-0.108, -2.969, -1.739], [-1.906, -0.492, 0.434], [-0.018, -2.501, -2.789], [-3.176, -1.728, 0.609], [-0.811, -1.226, 0.231], [-0.534, -3.148, 0.045], [1.465, -3.143, 0.810], [-3.220, -2.776, 0.772], [-2.242, 0.353, -0.072], [-1.899, -0.224, 1.605]],
  "homo_lumo_gap_ev": 8.59,
  "largest_force_ha_per_bohr": 0.1831,
  "lumo_energy_ha": -0.052,
  "homo_ev": -9.99
}

---

Record 6
{
  "formula": "HN3",
  "method": "ωB97M-V with the def2-TZVPD basis set",
  "elements": ["N", "N", "N", "H"],
  "coordinates": [[2.800, -0.815, -1.037], [1.778, -0.433, -0.838], [-0.325, -0.339, -0.724], [-0.306, 0.114, 0.187]],
  "homo_lumo_gap_ev": [9.84, 9.79],
  "largest_force_ha_per_bohr": 0.0710,
  "lumo_energy_ha": [-0.022, -0.027],
  "homo_ev": [-10.44, -10.52]
}

---

Record 7
{
  "formula": "C2H5O3S3",
  "method": "ωB97M-V with the def2-TZVPD basis set",
  "elements": ["C", "C", "S", "O", "S", "O", "O", "S", "H", "H", "H", "H", "H"],
  "coordinates": [[-0.706, 0.684, 0.431], [0.426, -0.314, 0.217], [-0.305, -1.987, -0.188], [1.326, -0.424, 1.215], [2.983, -0.362, 0.051], [4.051, -0.564, 0.989], [2.730, -1.460, -0.851], [2.921, 1.399, -0.741], [-1.224, 0.501, 1.371], [-1.404, 0.594, -0.399], [-0.286, 1.689, 0.431], [0.910, -0.041, -0.735], [0.857, -2.451, -0.612]],
  "homo_lumo_gap_ev": 8.36,
  "charge": -1,
  "largest_force_ha_per_bohr": 0.0633,
  "lumo_energy_ha": 0.123,
  "smiles": "C[C@H](S)OS(=O)(=O)[S-]",
  "homo_ev": -5.02
}

---

Record 8
{
  "formula": "CH4OS",
  "method": "ωB97M-V with the def2-TZVPD basis set",
  "elements": ["O", "C", "S", "H", "H", "H", "H"],
  "coordinates": [[-0.676, -1.014, 0.259], [-0.153, 0.162, -0.378], [1.415, 0.604, 0.426], [-1.054, -0.745, 1.111], [0.134, -0.279, -1.404], [-0.956, 0.950, -0.389], [1.249, 1.477, 1.379]],
  "homo_lumo_gap_ev": 10.19,
  "largest_force_ha_per_bohr": 0.0401,
  "lumo_energy_ha": 0.029,
  "smiles": "OCS",
  "homo_ev": -9.39
}

---

These records have energy above the lowest of the compared OMol25 structures with the same formula, charge and spin values of 3.032, 4.868, 0.000, 3.451, 4.947, 2.043, 0.251, 0.087 eV, in the order they appear.